Entry 1
12
Properties=species:S:1:pos:R:3:nbo_charge:R:1 method="wB97M-V/def2-TZVPD" orbital_gap_ev="7.959 / 7.970" charge=+1 lumo_energy_ev="-5.14 / -5.14" mol_weight_da=88.09
C -0.103 1.108 0.045 -0.03
C -0.378 -1.196 0.046 -0.19
N 2.194 0.359 -0.021 0.32
N 1.015 0.182 -0.019 -0.17
N -1.196 0.069 -0.063 -0.54
O 3.068 -0.442 -0.052 -0.30
H -0.218 1.767 1.039 0.26
H -0.259 1.729 -0.739 0.22
H -0.372 -1.968 -0.820 0.27
H -0.202 -1.582 0.998 0.23
H -2.048 -0.042 0.574 0.48
H -1.503 0.017 -0.987 0.44

---

Entry 2
12
Properties=species:S:1:pos:R:3:nbo_charge:R:1 method="wB97M-V/def2-TZVPD" orbital_gap_ev="8.499 / 8.501" charge=+1 lumo_energy_ev="-4.75 / -4.75" mol_weight_da=88.09
C 0.515 1.093 0.045 -0.02
C 0.345 -1.149 0.092 -0.15
N 2.889 0.322 -0.027 0.32
N 1.653 0.185 -0.049 -0.21
N -0.568 -0.014 -0.073 -0.56
O 3.757 -0.485 -0.035 -0.27
H 0.216 1.509 1.031 0.23
H 0.306 1.756 -0.838 0.24
H 0.231 -1.842 -0.652 0.22
H 0.265 -1.601 1.176 0.25
H -1.199 0.093 0.737 0.47
H -0.827 0.069 -1.090 0.47

---

Which structure is the most stable? The one labeled entry 2.

---

Entry 1
101
Properties=species:S:1:pos:R:3:lowdin_charge:R:1 method="wB97M-V/def2-TZVPD" orbital_gap_ev=5.368 charge=-2 lumo_energy_ev=3.83 mol_weight_da=892.80
Cs -0.966 -1.367 0.644 1.35
O -4.769 -4.086 1.246 -0.04
C -3.695 -3.761 0.697 -0.54
N -2.475 -3.646 1.190 -0.05
C -2.192 -4.195 2.451 -0.23
C -2.606 -5.491 2.780 -0.05
C -2.220 -6.128 3.950 -0.14
C -1.387 -5.469 4.843 -0.14
C -0.965 -4.182 4.543 -0.06
C -1.357 -3.511 3.380 -0.25
N -0.809 -2.266 3.061 -0.11
C -1.184 -1.101 3.520 -0.66
O -0.687 -0.005 3.152 -0.15
C -2.327 -1.011 4.511 -0.19
C -2.131 -1.273 5.866 -0.02
C -3.201 -1.166 6.732 -0.09
C -4.443 -0.811 6.221 -0.10
C -4.541 -0.575 4.860 -0.15
N -3.515 -0.660 4.017 0.14
C -3.780 -3.517 -0.816 -0.19
C -4.797 -4.174 -1.514 -0.02
C -4.875 -4.036 -2.886 -0.09
C -3.959 -3.217 -3.534 -0.09
C -3.006 -2.576 -2.761 -0.15
N -2.906 -2.725 -1.441 0.06
H -3.258 -5.999 2.080 0.10
H -2.566 -7.135 4.157 0.08
H -1.060 -5.950 5.759 0.08
H -0.287 -3.663 5.212 0.09
H -1.148 -1.559 6.216 0.11
H -3.077 -1.366 7.790 0.09
H -5.315 -0.727 6.858 0.08
H -5.495 -0.305 4.419 0.10
H -5.494 -4.770 -0.944 0.10
H -5.645 -4.553 -3.449 0.09
H -3.986 -3.068 -4.606 0.09
H -2.289 -1.900 -3.218 0.10
C 1.257 6.950 -1.508 -0.08
C 1.368 5.514 -1.066 -0.31
C 2.565 4.971 -0.613 -0.09
C 2.656 3.641 -0.240 -0.06
C 1.558 2.753 -0.293 -0.26
N 1.662 1.411 -0.108 0.07
C 2.445 0.882 0.847 -0.26
C 2.782 1.535 2.064 -0.02
C 3.498 0.927 3.070 -0.07
C 3.947 -0.391 2.963 -0.30
C 4.641 -1.092 4.101 -0.08
C 3.644 -1.052 1.785 -0.01
C 2.946 -0.446 0.750 -0.13
N 2.757 -1.234 -0.436 -0.09
C 3.673 -2.055 -0.998 -0.09
C 3.059 -2.701 -2.047 -0.08
C 1.750 -2.185 -2.043 -0.19
N 1.580 -1.302 -1.072 -0.01
C 0.329 3.355 -0.675 -0.11
C 0.254 4.680 -1.066 0.00
N -0.887 2.610 -0.621 -0.08
C -1.239 1.702 0.315 -0.17
C -2.555 1.373 0.083 -0.14
C -2.912 2.148 -1.033 -0.17
N -1.910 2.906 -1.449 0.07
H 2.209 7.469 -1.381 0.06
H 0.504 7.493 -0.930 0.07
H 0.973 7.030 -2.561 0.07
H 3.455 5.594 -0.579 0.10
H 3.611 3.233 0.069 0.11
H 2.410 2.542 2.207 0.11
H 3.685 1.476 3.989 0.10
H 5.115 -0.371 4.771 0.06
H 5.418 -1.772 3.741 0.06
H 3.942 -1.684 4.699 0.07
H 3.932 -2.092 1.669 0.11
H 4.680 -2.104 -0.622 0.11
H 3.492 -3.428 -2.712 0.08
H 0.927 -2.414 -2.702 0.10
H -0.716 5.058 -1.367 0.11
H -0.561 1.382 1.090 0.07
H -3.165 0.693 0.657 0.08
H -3.855 2.180 -1.557 0.09
C -0.771 2.823 -5.178 -0.10
N 0.670 2.730 -5.071 -0.19
C 1.343 2.851 -6.346 -0.10
C 1.164 1.789 -4.156 -0.46
N 0.367 0.962 -3.610 0.19
N 2.552 1.844 -4.007 -0.16
C 3.131 0.837 -3.131 -0.07
C 3.186 3.148 -3.864 -0.07
H -1.011 3.737 -5.729 0.08
H -1.220 2.866 -4.191 0.06
H -1.198 1.963 -5.713 0.08
H 0.892 2.186 -7.099 0.08
H 2.393 2.588 -6.249 0.07
H 1.271 3.877 -6.719 0.08
H 0.792 0.363 -2.907 0.02
H 2.814 0.966 -2.089 0.07
H 4.218 0.921 -3.187 0.09
H 2.848 -0.162 -3.463 0.07
H 2.534 3.930 -4.244 0.08
H 4.133 3.172 -4.415 0.08
H 3.386 3.369 -2.813 0.07

---

Entry 2
101
Properties=species:S:1:pos:R:3:lowdin_charge:R:1 method="wB97M-V/def2-TZVPD" orbital_gap_ev=5.369 charge=-2 lumo_energy_ev=3.70 mol_weight_da=892.80
Cs 1.190 0.163 -1.332 1.22
O 2.030 -1.789 -2.712 -0.34
C 3.133 -1.928 -2.097 -0.68
N 4.159 -1.140 -1.991 0.12
C 4.232 0.062 -2.739 -0.26
C 4.570 0.001 -4.091 -0.05
C 4.795 1.141 -4.848 -0.14
C 4.697 2.389 -4.244 -0.13
C 4.363 2.480 -2.903 -0.04
C 4.112 1.341 -2.126 -0.29
N 3.603 1.414 -0.834 -0.07
C 3.965 2.322 0.048 -0.56
O 4.916 3.130 0.066 -0.03
C 3.018 2.313 1.240 -0.21
C 3.330 1.629 2.413 -0.03
C 2.408 1.596 3.442 -0.09
C 1.204 2.266 3.278 -0.09
C 0.990 2.940 2.087 -0.14
N 1.867 2.973 1.087 0.12
C 3.219 -3.238 -1.346 -0.19
C 3.662 -4.390 -2.002 -0.01
C 3.622 -5.600 -1.344 -0.09
C 3.117 -5.638 -0.048 -0.09
C 2.700 -4.448 0.518 -0.16
N 2.763 -3.266 -0.097 0.13
H 4.660 -0.983 -4.537 0.10
H 5.048 1.056 -5.899 0.08
H 4.877 3.291 -4.818 0.08
H 4.283 3.441 -2.410 0.11
H 4.288 1.131 2.483 0.11
H 2.615 1.039 4.349 0.10
H 0.437 2.266 4.042 0.08
H 0.056 3.472 1.922 0.10
H 4.019 -4.302 -3.020 0.12
H 3.963 -6.506 -1.832 0.09
H 3.039 -6.561 0.512 0.09
H 2.282 -4.438 1.522 0.10
C -5.681 4.162 -5.128 -0.09
C -5.022 3.440 -3.985 -0.32
C -5.722 2.573 -3.154 -0.09
C -5.118 1.871 -2.126 -0.04
C -3.727 1.970 -1.849 -0.26
N -3.036 1.240 -0.952 0.07
C -3.715 0.568 0.034 -0.25
C -4.667 1.198 0.863 -0.05
C -5.282 0.565 1.925 -0.08
C -4.992 -0.761 2.232 -0.31
C -5.674 -1.475 3.368 -0.08
C -4.064 -1.413 1.434 -0.02
C -3.430 -0.779 0.371 -0.11
N -2.460 -1.541 -0.350 -0.07
C -1.949 -1.342 -1.593 -0.11
C -1.053 -2.357 -1.832 -0.12
C -1.095 -3.137 -0.664 -0.16
N -1.949 -2.654 0.220 0.06
C -3.039 2.890 -2.704 -0.14
C -3.660 3.581 -3.722 0.00
N -1.642 3.109 -2.508 -0.12
C -1.042 3.619 -1.410 -0.08
C 0.299 3.748 -1.695 -0.10
C 0.408 3.267 -3.014 -0.21
N -0.764 2.889 -3.505 0.08
H -6.766 4.184 -5.005 0.06
H -5.476 3.693 -6.096 0.07
H -5.341 5.199 -5.201 0.06
H -6.788 2.427 -3.316 0.10
H -5.719 1.195 -1.534 0.09
H -4.892 2.237 0.652 0.11
H -5.991 1.119 2.535 0.10
H -5.974 -0.774 4.151 0.06
H -5.012 -2.215 3.825 0.06
H -6.575 -2.005 3.043 0.07
H -3.795 -2.441 1.636 0.10
H -2.245 -0.469 -2.148 0.11
H -0.412 -2.473 -2.690 0.08
H -0.515 -4.013 -0.416 0.09
H -3.041 4.240 -4.322 0.12
H -1.627 3.822 -0.529 0.12
H 1.092 4.059 -1.036 0.07
H 1.301 3.147 -3.610 0.09
C -1.282 -1.267 3.171 -0.08
N -0.017 -1.485 3.856 -0.17
C 0.094 -0.718 5.080 -0.09
C 1.095 -1.638 3.030 -0.46
N 0.976 -1.535 1.769 0.18
N 2.285 -1.906 3.741 -0.18
C 3.525 -1.851 2.993 -0.07
C 2.263 -3.000 4.693 -0.09
H -2.096 -1.454 3.877 0.08
H -1.374 -1.933 2.317 0.05
H -1.372 -0.237 2.800 0.10
H -0.146 0.340 4.912 0.07
H 1.100 -0.777 5.489 0.07
H -0.611 -1.104 5.822 0.08
H 1.804 -1.861 1.270 0.00
H 3.699 -2.740 2.378 0.07
H 4.354 -1.758 3.699 0.09
H 3.533 -0.988 2.331 0.07
H 1.277 -3.096 5.141 0.08
H 2.998 -2.825 5.484 0.08
H 2.512 -3.958 4.211 0.08

---

Which structure is the most stable? The one labeled entry 2.